1.
A cluster of 6 separate species, C19H50BN2O16S5 in total at a distorted geometry, computed with ωB97M-V with the def2-TZVPD basis set.

Each atom is followed by the atoms it is bonded to, with distances in Å.
Geometry (Å):
1 N -2.82160 2.07355 5.93919  B2 1.508, H9 1.027, H10 1.028
2 B -3.21290 2.99074 4.80808  N1 1.508, O3 1.421, C4 1.620
3 O -4.22547 3.95859 5.04766  B2 1.421, H11 0.966
4 C -2.39955 2.82463 3.41718  B2 1.620, C5 1.554, C8 1.578, H12 1.127
5 C -2.72286 1.66946 2.42926  C4 1.554, N6 1.301, H13 1.106
6 N -2.11750 1.95082 1.31203  C5 1.301, C7 1.489, H14 1.024
7 C -1.39657 3.25265 1.35503  N6 1.489, C8 1.585, H15 1.105, H16 1.117
8 C -2.38698 3.98755 2.35056  C4 1.578, C7 1.585, H17 1.116, H18 1.101
9 H -1.87417 2.36343 6.21044  N1 1.027
10 H -2.67911 1.16145 5.48778  N1 1.028
11 H -3.79422 4.73850 5.42111  O3 0.966
12 H -1.36084 2.54878 3.75600  C4 1.127
13 H -3.33659 0.76123 2.57822  C5 1.106
14 H -2.11837 1.36815 0.47032  N6 1.024
15 H -1.23710 3.76115 0.38738  C7 1.105
16 H -0.43714 3.10370 1.90702  C7 1.117
17 H -3.36949 3.84894 1.84079  C8 1.116
18 H -2.14251 5.01352 2.66611  C8 1.101
19 O -8.11472 -1.13280 7.44444  S20 1.438
20 S -8.29392 0.21551 7.91064  O19 1.438, O21 1.436, O22 1.613, C25 1.767
21 O -9.02792 1.18214 7.14369  S20 1.436
22 O -6.84967 0.83153 8.27913  S20 1.613, C23 1.430
23 C -5.84842 0.84461 7.25762  O22 1.430, C24 1.518, H26 1.094, H27 1.090
24 C -6.12416 1.89260 6.19530  C23 1.518, H28 1.091, H29 1.085, H30 1.090
25 C -8.95457 0.18300 9.54925  S20 1.767, H31 1.087, H32 1.089, H33 1.088
26 H -5.74706 -0.15089 6.81569  C23 1.094
27 H -4.90357 1.07516 7.75047  C23 1.090
28 H -7.03426 1.66171 5.63990  C24 1.091
29 H -5.30874 1.95233 5.48273  C24 1.085
30 H -6.26310 2.87296 6.65045  C24 1.090
31 H -8.38369 -0.52021 10.15105  C25 1.087
32 H -9.99161 -0.13917 9.47408  C25 1.089
33 H -8.90621 1.18646 9.96665  C25 1.088
34 O -0.49016 0.51832 -1.32816  S35 1.445
35 S 0.12861 0.71957 -2.61815  O34 1.445, O36 1.433, O37 1.605, C40 1.767
36 O -0.05327 -0.21136 -3.69266  S35 1.433
37 O 1.69875 0.97718 -2.40569  S35 1.605, C38 1.440
38 C 2.46956 -0.02163 -1.71081  O37 1.440, C39 1.517, H41 1.093, H42 1.090
39 C 2.70692 -1.26113 -2.55193  C38 1.517, H43 1.090, H44 1.090, H45 1.091
40 C -0.29195 2.33088 -3.21020  S35 1.767, H46 1.088, H47 1.090, H48 1.088
41 H 1.99044 -0.27399 -0.76094  C38 1.093
42 H 3.42866 0.44017 -1.47425  C38 1.090
43 H 1.77326 -1.78429 -2.75948  C39 1.090
44 H 3.36964 -1.95683 -2.03626  C39 1.090
45 H 3.14860 -0.99524 -3.51346  C39 1.091
46 H -0.12874 3.05818 -2.41794  C40 1.088
47 H -1.34373 2.31234 -3.49385  C40 1.090
48 H 0.32070 2.55681 -4.07992  C40 1.088
49 O 4.72534 -4.07567 -2.02104  S50 1.441
50 S 5.18783 -4.35438 -3.35651  O49 1.441, O51 1.436, O52 1.610, C55 1.766
51 O 4.41548 -3.98982 -4.51109  S50 1.436
52 O 5.58030 -5.91237 -3.45854  S50 1.610, C53 1.434
53 C 4.57812 -6.88677 -3.13736  O52 1.434, C54 1.518, H56 1.093, H57 1.090
54 C 3.51469 -6.99933 -4.21438  C53 1.518, H58 1.090, H59 1.091, H60 1.091
55 C 6.81486 -3.69494 -3.54906  S50 1.766, H61 1.088, H62 1.089, H63 1.088
56 H 4.13370 -6.66405 -2.16394  C53 1.093
57 H 5.09612 -7.84167 -3.04358  C53 1.090
58 H 2.93527 -6.07957 -4.29659  C54 1.090
59 H 2.82194 -7.81110 -3.98764  C54 1.091
60 H 3.97167 -7.18218 -5.18799  C54 1.091
61 H 7.42413 -3.98947 -2.69736  C55 1.088
62 H 6.72435 -2.61080 -3.58927  C55 1.089
63 H 7.23691 -4.06686 -4.48022  C55 1.088
64 O 8.20727 0.03042 0.17742  S65 1.438
65 S 9.00911 -1.16352 0.15567  O64 1.438, O66 1.436, O67 1.610, C70 1.767
66 O 8.86220 -2.14595 -0.88157  S65 1.436
67 O 8.89725 -1.89404 1.58622  S65 1.610, C68 1.434
68 C 7.59341 -2.25438 2.06217  O67 1.434, C69 1.518, H71 1.093, H72 1.091
69 C 7.01188 -3.44237 1.31677  C68 1.518, H73 1.090, H74 1.091, H75 1.091
70 C 10.71560 -0.71733 0.26132  S65 1.767, H76 1.087, H77 1.089, H78 1.088
71 H 6.92355 -1.39183 2.01565  C68 1.093
72 H 7.71135 -2.51390 3.11478  C68 1.091
73 H 6.82403 -3.20111 0.27029  C69 1.090
74 H 6.06493 -3.75061 1.76227  C69 1.091
75 H 7.70541 -4.28451 1.33566  C69 1.091
76 H 10.84777 0.00143 1.06651  C70 1.087
77 H 10.99408 -0.27187 -0.69213  C70 1.089
78 H 11.30252 -1.61625 0.43735  C70 1.088
79 O -2.63949 3.38228 -5.94172  S80 1.441
80 S -3.51596 2.39976 -6.52635  O79 1.441, O81 1.434, O82 1.611, C85 1.768
81 O -3.74282 2.33587 -7.94058  S80 1.434
82 O -4.93705 2.45283 -5.76881  S80 1.611, C83 1.435
83 C -5.64471 3.70113 -5.74390  O82 1.435, C84 1.517, H86 1.093, H87 1.091
84 C -6.25475 4.04706 -7.08955  C83 1.517, H88 1.090, H89 1.091, H90 1.091
85 C -3.02441 0.79244 -5.97901  S80 1.768, H91 1.087, H92 1.089, H93 1.088
86 H -4.98794 4.50029 -5.39024  C83 1.093
87 H -6.44126 3.58901 -5.00724  C83 1.091
88 H -5.48423 4.22475 -7.83965  C84 1.090
89 H -6.86291 4.94965 -7.01568  C84 1.091
90 H -6.87634 3.22701 -7.45174  C84 1.091
91 H -2.88012 0.80872 -4.90126  C85 1.087
92 H -2.08907 0.54770 -6.47965  C85 1.089
93 H -3.79276 0.07558 -6.25996  C85 1.088

Output
Charge: +1
Energy above the lowest of the compared OMol25 structures with the same formula, charge and spin (eV): 1.3658
HOMO energy (eV): -12.20
Calculated total energy (hartree): -4082.8020
Kohn-Sham gap (eV): 7.70

Atomic partial charges in e from the Mulliken method, atoms 1 to 2: N -0.582; B 0.151

2.
The ion C6H9F2N4O2 with charge +1 at a distorted geometry, computed with ωB97M-V with the def2-TZVPD basis set.

Each atom is followed by the atoms it is bonded to, with distances in Å.
Geometry (Å):
1 O 4.30354 0.37098 0.51579  N2 1.191
2 N 3.20073 0.78317 0.69768  O1 1.191, O3 1.372
3 O 2.86049 1.65420 -0.30611  N2 1.372, C4 1.453
4 C 1.72055 1.18232 -1.07378  O3 1.453, C5 1.592, H15 1.151, H16 1.140
5 C 1.40022 -0.31875 -0.64976  C4 1.592, N6 1.431, N10 1.445
6 N 2.02726 -1.55085 -1.02005  C5 1.431, N7 1.355
7 N 1.34777 -2.55571 -0.41617  N6 1.355, C8 1.424, H17 1.028
8 C 0.26376 -2.14031 0.40891  N7 1.424, F9 1.380, N10 1.425
9 F -0.64338 -2.84492 1.17454  C8 1.380
10 N 0.33214 -0.72759 0.23315  C5 1.445, C8 1.425, C11 1.513
11 C -0.67801 0.18110 0.89820  N10 1.513, C12 1.628, H18 1.136, H19 1.138
12 C -1.92568 0.26058 -0.14515  C11 1.628, C13 1.593, H20 1.150, H21 1.148
13 C -3.15134 1.12010 0.40010  C12 1.593, F14 1.438, H22 1.152, H23 1.139
14 F -2.98328 2.48017 -0.03702  C13 1.438
15 H 0.79844 1.81678 -0.80752  C4 1.151
16 H 1.85071 1.27907 -2.20236  C4 1.140
17 H 1.59852 -3.54254 -0.55793  N7 1.028
18 H -0.21728 1.20505 1.07253  C11 1.136
19 H -0.97847 -0.23733 1.91315  C11 1.138
20 H -1.46773 0.66608 -1.11889  C12 1.150
21 H -2.21863 -0.83012 -0.35042  C12 1.148
22 H -4.08902 0.73155 -0.14560  C13 1.152
23 H -3.35127 1.01700 1.51670  C13 1.139

Output
Charge: +1
SMILES string: O=NOCc1n[nH]c(F)[n+]1CCCF
HOMO energy (eV): -14.25
Calculated total energy (hartree): -802.7852
Kohn-Sham gap (eV): 10.07

Atomic partial charges in e from the natural (NBO) method, atoms 1 to 2: O -0.188; N 0.353

3.
A cluster of 6 separate species, C17H38N5O7 in total at a distorted geometry, computed with ωB97M-V with the def2-TZVPD basis set.

Each atom is followed by the atoms it is bonded to, with distances in Å.
Geometry (Å):
1 C -18.00991 -18.08899 9.21075  C2 1.532, H5 1.095, H6 1.091, H7 1.091
2 C -19.11643 -17.06259 9.47272  C1 1.532, O3 1.248, O4 1.266
3 O -20.12193 -17.16277 8.74104  C2 1.248
4 O -18.95745 -16.21575 10.40059  C2 1.266
5 H -17.46518 -18.29015 10.13904  C1 1.095
6 H -17.25765 -17.78921 8.47957  C1 1.091
7 H -18.50888 -19.00337 8.88746  C1 1.091
8 C -23.77661 -19.84448 11.55925  C9 1.521, H13 1.095, H14 1.087, H15 1.090
9 C -22.33440 -19.38293 11.41157  C8 1.521, O10 1.208, N11 1.365
10 O -22.04453 -18.26340 11.06373  C9 1.208
11 N -21.38641 -20.31481 11.72228  C9 1.365, C12 1.453, H16 1.004
12 C -19.97812 -19.95935 11.70683  N11 1.453, H17 1.088, H18 1.084, H19 1.094
13 H -23.96415 -20.28474 12.54458  C8 1.095
14 H -24.12785 -20.54471 10.80499  C8 1.087
15 H -24.37458 -18.93400 11.53367  C8 1.090
16 H -21.66187 -21.13137 12.23751  N11 1.004
17 H -19.79229 -19.36282 10.81642  C12 1.088
18 H -19.36040 -20.84991 11.71182  C12 1.084
19 H -19.77509 -19.27828 12.53905  C12 1.094
20 C -14.84418 -21.89659 4.54942  C21 1.511, H25 1.083, H26 1.096, H27 1.096
21 C -15.70060 -22.07608 5.78101  C20 1.511, O22 1.222, N23 1.344
22 O -15.20057 -22.54352 6.79272  C21 1.222
23 N -17.00222 -21.78320 5.62218  C21 1.344, C24 1.449, H28 1.012
24 C -17.92204 -21.81192 6.74143  N23 1.449, H29 1.086, H30 1.085, H31 1.097
25 H -13.79324 -21.80464 4.79430  C20 1.083
26 H -15.18869 -21.06868 3.91884  C20 1.096
27 H -14.95366 -22.76107 3.88480  C20 1.096
28 H -17.36202 -21.47465 4.72813  N23 1.012
29 H -17.38897 -21.99598 7.66953  C24 1.086
30 H -18.75489 -22.48389 6.56212  C24 1.085
31 H -18.26400 -20.78200 6.90237  C24 1.097
32 C -15.81108 -17.25789 12.45830  C33 1.516, H37 1.091, H38 1.090, H39 1.089
33 C -15.29103 -16.33610 11.37326  C32 1.516, O34 1.222, N35 1.350
34 O -14.18641 -16.46136 10.86509  C33 1.222
35 N -16.21246 -15.43295 10.97581  C33 1.350, C36 1.438, H40 1.021
36 C -15.88910 -14.41208 10.01654  N35 1.438, H41 1.093, H42 1.089, H43 1.090
37 H -16.77383 -17.67556 12.15872  C32 1.091
38 H -15.88162 -16.70066 13.39211  C32 1.090
39 H -15.14518 -18.10572 12.60964  C32 1.089
40 H -17.19036 -15.68030 11.13688  N35 1.021
41 H -15.35566 -13.58532 10.49258  C36 1.093
42 H -16.81453 -14.00872 9.60800  C36 1.089
43 H -15.29656 -14.81358 9.19415  C36 1.090
44 C -15.09081 -20.60283 10.54264  C45 1.516, H49 1.085, H50 1.086, H51 1.098
45 C -14.15670 -20.68535 11.73381  C44 1.516, O46 1.222, N47 1.354
46 O -14.23121 -21.56531 12.57837  C45 1.222
47 N -13.25919 -19.67462 11.81893  C45 1.354, C48 1.428, H52 1.006
48 C -12.28026 -19.54691 12.85068  N47 1.428, H53 1.097, H54 1.087, H55 1.091
49 H -16.00328 -20.08802 10.82474  C44 1.085
50 H -15.24459 -21.55602 10.04529  C44 1.086
51 H -14.54427 -20.02431 9.78664  C44 1.098
52 H -13.14358 -19.06624 11.02650  N47 1.006
53 H -11.73968 -20.48950 13.00182  C48 1.097
54 H -12.68904 -19.20298 13.79747  C48 1.087
55 H -11.47002 -18.90387 12.50446  C48 1.091
56 C -16.68596 -18.57832 2.26326  C57 1.517, H61 1.088, H62 1.092, H63 1.092
57 C -17.72218 -19.14653 3.21401  C56 1.517, O58 1.226, N59 1.346
58 O -17.94625 -20.35140 3.25307  C57 1.226
59 N -18.31118 -18.24201 4.01759  C57 1.346, C60 1.432, H64 1.004
60 C -19.28319 -18.58509 5.01221  N59 1.432, H65 1.098, H66 1.089, H67 1.087
61 H -15.72564 -18.30219 2.69486  C56 1.088
62 H -17.05930 -17.72231 1.69821  C56 1.092
63 H -16.48595 -19.38563 1.55579  C56 1.092
64 H -18.17404 -17.26786 3.81565  N59 1.004
65 H -18.84676 -18.73744 6.00802  C60 1.098
66 H -19.73337 -19.55080 4.78697  C60 1.089
67 H -20.04835 -17.83826 5.20908  C60 1.087

Output
Charge: -1
HOMO energy (eV): -4.68
Calculated total energy (hartree): -1471.1717
Kohn-Sham gap (eV): 7.02

Atomic partial charges in e from the natural (NBO) method, atoms 1 to 2: C -0.740; C 0.758

4.
A cluster of 2 separate species, C4H15N3O in total at a distorted geometry, computed with ωB97M-V with the def2-TZVPD basis set.

Each atom is followed by the atoms it is bonded to, with distances in Å.
Geometry (Å):
1 C -0.74601 1.43734 -1.20322  C2 1.795, N7 1.407, H8 1.095, H9 1.163
2 C 0.57891 1.14913 -0.02727  C1 1.795, C3 1.545, H10 1.056, H11 1.069
3 C 0.76076 -0.33718 0.35508  C2 1.545, C4 1.392, N6 1.441
4 C 1.34425 -1.10189 -0.65077  C3 1.392, N5 1.320, H12 1.276
5 N 1.29119 -2.42023 -0.67991  C4 1.320, H13 1.070, H14 1.048
6 N 0.33430 -0.91405 1.60426  C3 1.441, H15 1.064, H16 1.100, H17 1.081
7 N -0.46828 2.34424 -2.24298  C1 1.407, H18 1.088, H19 1.090, H20 1.113
8 H -0.97389 0.41754 -1.53042  C1 1.095
9 H -1.59146 2.03104 -0.67000  C1 1.163
10 H 1.38627 1.77579 -0.29284  C2 1.056
11 H 0.33497 1.72005 0.84344  C2 1.069
12 H 1.66877 -0.38397 -1.65484  C4 1.276
13 H 1.87392 -3.04700 -1.32209  N5 1.070
14 H 0.76967 -2.87096 0.10929  N5 1.048
15 H -0.45096 -1.58981 1.35970  N6 1.064
16 H -0.16913 -0.19237 2.26448  N6 1.100
17 H 1.19512 -1.16973 2.20649  N6 1.081
18 H 0.40291 2.03702 -2.81858  N7 1.088
19 H -1.32176 2.31543 -2.91966  N7 1.090
20 H -0.21051 3.40722 -2.03863  N7 1.113
21 H -1.91808 -2.14856 3.50170  O23 0.946
22 H -2.16972 -0.81447 3.10596  O23 0.957
23 O -1.92124 -1.64455 2.70083  H21 0.946, H22 0.957

Output
Charge: +2
Energy above the lowest of the compared OMol25 structures with the same formula, charge and spin (eV): 4.3882
HOMO energy (eV): -15.71
Calculated total energy (hartree): -400.1922
Kohn-Sham gap (eV): 9.09

Atomic partial charges in e from the natural (NBO) method, atoms 1 to 2: C -0.263; C -0.418

no.,LUMO (eV)
1,-4.499
2,-4.181
3,2.348
4,-6.615